Record 1
Formula: C6H14BNO2
Source: the Open Molecules 2025 dataset
Level of theory: wB97M-V/def2-TZVPD

The geometry in XYZ format:
```
24
Properties=species:S:1:pos:R:3:forces:R:3
O 0.7482 -1.1395 0.4665 1.06 -1.29 3.42
O -0.9129 -2.1860 2.1151 1.25 1.79 0.05
N -0.1244 -1.2569 2.1646 -1.25 -3.25 -3.32
C 0.9448 -0.2940 -1.9109 0.60 0.18 1.52
C -1.2451 0.2096 -0.4734 -1.96 -0.79 1.47
C 1.3131 0.5945 2.7429 0.03 0.77 1.44
C 0.2708 -0.4280 3.0267 -0.45 0.47 -0.93
C 1.2835 1.1862 -2.1931 -2.63 -1.50 0.26
C -2.2922 -0.5853 -1.3624 -0.41 -0.91 2.57
B 0.1350 -0.5682 -0.5152 -0.96 2.47 -1.27
H 0.3776 1.7481 -2.2253 -0.77 0.67 -0.31
H 1.7935 1.5779 -1.3710 1.54 0.71 0.88
H -1.9323 -0.9751 -2.3420 -0.13 0.36 0.84
H 2.3208 0.2055 2.5090 -0.92 -0.09 -0.89
H 1.7096 1.2192 -3.1511 1.19 0.53 -1.01
H -1.8120 0.4460 0.6130 1.71 -0.63 -2.80
H -1.0854 1.1239 -1.0069 0.06 0.90 0.14
H -2.5814 -1.4765 -0.6183 0.11 1.66 -2.18
H 0.8645 1.3938 2.0604 1.14 -0.96 0.97
H 1.5419 0.9384 3.7737 -0.38 0.86 -0.65
H -0.5630 -0.4090 3.7326 0.87 0.41 0.84
H 1.9365 -0.6863 -1.8218 0.50 -1.13 -0.02
H 0.4425 -0.7663 -2.7221 -0.37 -0.30 -0.85
H -3.1338 0.1279 -1.4910 0.17 -0.96 -0.18
```
Positions in Å, forces in eV/Å.

2S+1: 1
E_LUMO (alpha / beta) in eV: -0.88 / -0.85
Electronic energy in eV: -12705.893
HOMO-LUMO gap (alpha / beta) in eV: 8.01 / 8.06
HOMO level (alpha / beta) in eV: -8.89 / -8.91
Energy above the lowest of the compared OMol25 structures with the same formula, charge and spin in kcal/mol: 173.1

Here are the Löwdin charges for atoms 1 to 6, given in e: 0.14 0.06 -0.10 -0.14 -0.17 -0.05


Record 2
Formula: C6H14Br
Source: the Open Molecules 2025 dataset
Level of theory: wB97M-V/def2-TZVPD

The geometry in XYZ format:
```
21
Properties=species:S:1:pos:R:3:forces:R:3
Br 0.7885 2.9484 2.5902 0.07 -0.06 0.24
C -0.9253 -1.9872 -0.4092 -0.03 -0.30 0.41
C 2.7105 -1.9990 3.3419 -1.90 3.44 0.08
C 2.9477 -1.6424 4.8194 0.28 0.32 0.45
C 0.9067 -1.4982 1.4506 0.18 -0.66 0.11
C 1.2893 -2.2105 2.8012 -0.05 0.16 -0.26
C -0.3026 -2.2793 0.9559 -0.83 -0.05 0.25
H -1.3832 -1.0065 -0.4565 -0.01 0.27 -0.05
H -0.0102 -3.3321 0.9781 -0.13 -0.05 -0.11
H 2.8493 -0.9619 2.9001 1.13 -1.46 -0.35
H 1.6925 -1.4720 0.6921 0.20 -0.32 0.12
H 1.1868 2.7251 3.9434 -0.07 0.04 -0.24
H 3.4765 -2.2264 5.5761 -0.02 -0.82 -0.61
H 0.6435 -0.4534 1.6245 0.04 0.05 0.16
H 3.5034 -0.7083 4.8226 0.34 0.06 -0.06
H -1.7122 -2.7292 -0.5968 0.12 0.20 -0.02
H -1.0944 -2.1675 1.7367 0.40 -0.19 -0.48
H 0.8941 -3.2231 2.7538 0.46 -0.34 0.08
H 0.5808 -1.7138 3.4675 0.17 -0.05 0.71
H 2.0347 -1.3427 5.3349 -0.55 -0.31 -0.22
H -0.1952 -2.0842 -1.2032 0.19 0.08 -0.22
```
Positions in Å, forces in eV/Å.

2S+1: 2
E_LUMO (alpha / beta) in eV: 0.58 / -0.10
Electronic energy in eV: -76488.485
<S²>: 0.75
HOMO-LUMO gap (alpha / beta) in eV: 9.30 / 10.67
HOMO level (alpha / beta) in eV: -8.72 / -10.77
Energy above the lowest of the compared OMol25 structures with the same formula, charge and spin in kcal/mol: 44.3

Here are the Löwdin charges for atoms 1 to 6, given in e: 0.29 -0.11 -0.06 -0.14 -0.22 -0.24


Record 3
Formula: C6H14BrMnNO2
Source: the Open Molecules 2025 dataset
Level of theory: wB97M-V/def2-TZVPD

The geometry in XYZ format:
```
25
Properties=species:S:1:pos:R:3:forces:R:3
Br 3.5238 -0.9250 1.3785 -0.04 -0.21 0.16
Mn -0.7548 -0.7268 -3.8055 0.04 -0.73 -0.53
O 0.5711 -1.0726 -1.5861 0.14 -0.13 -0.18
O -1.3246 1.3005 0.1870 0.14 0.11 0.18
N 3.0542 0.2085 -0.7946 0.11 0.07 0.18
C -2.3224 1.4648 1.2197 -0.15 0.04 -0.23
C 1.2628 -1.5205 -0.4269 -0.15 -0.11 0.11
C -0.2029 0.1162 -1.4520 -0.11 0.27 -0.16
C -1.9847 0.6910 2.4818 0.12 -0.10 0.36
C -1.3712 0.0768 -0.4689 -0.14 -0.18 0.01
C 2.7410 -1.1169 -0.4518 0.12 0.28 -0.30
H 3.9864 0.4469 -1.1246 0.01 -0.12 -0.09
H 2.5271 0.9916 -0.4176 -0.16 -0.06 -0.04
H -1.4898 1.3207 3.2220 0.04 -0.02 -0.11
H -0.5806 0.3701 -2.4886 -0.03 0.68 0.73
H -1.2688 -0.7809 0.2114 0.06 0.02 -0.04
H 0.3882 1.0053 -1.2074 0.10 -0.15 0.02
H -3.2932 1.1689 0.8089 0.05 -0.01 0.00
H -2.3465 2.5403 1.3847 -0.06 -0.09 0.08
H -1.3141 -0.1501 2.2744 -0.09 0.06 -0.03
H 1.2365 -2.6113 -0.4480 -0.03 0.08 0.14
H 3.3870 -1.8251 -0.9629 -0.03 0.09 -0.07
H -2.8683 0.2684 2.9637 0.00 0.11 -0.12
H 0.7753 -1.1776 0.4877 0.04 0.09 -0.05
H -2.3317 -0.0631 -0.9850 0.01 0.01 -0.02
```
Positions in Å, forces in eV/Å.

2S+1: 6
E_LUMO (alpha / beta) in eV: -8.27 / -10.99
Electronic energy in eV: -113374.006
<S²>: 8.77
Net charge: +2
HOMO-LUMO gap (alpha / beta) in eV: 7.93 / 3.63
HOMO level (alpha / beta) in eV: -16.20 / -14.62

Here are the Löwdin charges for atoms 1 to 6, given in e: 1.00 0.90 -0.16 -0.15 0.15 -0.21


Record 4
Formula: C6H14BrNO2P
Source: the Open Molecules 2025 dataset
Level of theory: wB97M-V/def2-TZVPD

The geometry in XYZ format:
```
25
Properties=species:S:1:pos:R:3:forces:R:3
Br 2.4551 -2.6753 0.9413 -0.52 1.66 1.43
P 1.8132 -0.6534 2.5581 0.49 -1.55 -1.70
O -0.8527 -2.0901 -0.7636 -0.06 -0.14 0.09
O -0.3228 -0.3046 -2.1258 -0.12 0.22 -0.13
N -2.6225 -0.4032 0.1599 -0.09 -0.42 -0.15
C -1.5662 0.6453 0.1116 0.64 0.57 0.09
C -0.2137 -0.0443 0.2621 0.05 -0.34 -0.24
C 1.0008 2.0710 -0.5241 0.08 0.10 -0.02
C 0.0134 -0.9788 -0.9549 0.57 -0.09 0.18
C 1.8929 0.6721 1.3253 -0.17 -0.16 0.24
C 0.9426 0.9125 0.4135 -0.07 -0.12 0.16
H 1.0554 -1.3129 -0.9601 -0.18 -0.04 -0.01
H -0.5716 -2.8543 -1.2813 -0.01 0.02 0.05
H 0.6512 1.7843 -1.5120 0.02 0.07 -0.10
H -3.4974 -0.0990 -0.2732 0.11 -0.10 0.13
H 2.0122 2.4558 -0.6016 0.07 0.08 0.00
H -1.6091 1.1364 -0.8610 -0.20 -0.04 0.13
H -2.8021 -0.7008 1.1235 -0.07 0.06 -0.20
H 0.3658 2.8801 -0.1623 -0.10 0.10 -0.01
H 3.1572 -0.5375 2.9390 0.15 0.00 0.12
H 2.7377 1.3415 1.3858 0.18 0.07 -0.09
H -0.2264 -0.6994 1.1427 -0.11 0.01 -0.15
H -2.2086 -1.2362 -0.3527 -0.51 0.15 0.16
H 0.1183 -0.6883 -2.8929 0.02 -0.01 0.09
H -1.7226 1.3791 0.9025 -0.16 -0.09 -0.06
```
Positions in Å, forces in eV/Å.

2S+1: 1
SMILES string: C/C(=C/PBr)[C@@H](C[NH3+])C(O)O
E_LUMO in eV: -4.24
Electronic energy in eV: -91358.657
Net charge: +1
HOMO-LUMO gap in eV: 8.22
HOMO level in eV: -12.46
Energy above the lowest of the compared OMol25 structures with the same formula, charge and spin in kcal/mol: 0.0

Here are the Löwdin charges for atoms 1 to 6, given in e: 0.05 0.78 -0.02 0.03 0.20 -0.10


Record 5
Formula: C6H14Cl
Source: the Open Molecules 2025 dataset
Level of theory: wB97M-V/def2-TZVPD

The geometry in XYZ format:
```
21
Properties=species:S:1:pos:R:3:forces:R:3
Cl -2.0519 -3.4333 1.1253 -0.18 -0.39 0.17
C -1.8640 0.1872 -1.3652 -1.32 0.46 -2.46
C 1.0519 0.0433 -0.6568 -0.76 0.43 -0.02
C -0.0234 0.6114 0.3695 1.92 0.94 0.77
C -1.4615 0.7087 -0.0230 0.26 -4.11 0.31
C 2.3935 0.7828 -0.5284 -0.10 -0.09 -0.02
C 0.2942 -0.0541 1.7727 -0.05 0.60 0.12
H 2.2079 1.8631 -0.4921 0.12 -0.17 -0.04
H 0.1816 1.7196 0.5092 0.56 -0.92 -0.04
H 2.9213 0.5025 0.3912 -0.07 0.07 -0.18
H 1.2129 0.3944 2.2231 -0.61 -0.29 -0.47
H -1.2564 -0.5638 -1.9839 -0.15 1.07 1.38
H 0.6670 0.1632 -1.6817 0.23 0.07 0.31
H 0.4802 -1.1487 1.7435 -0.29 0.57 -0.31
H -1.9981 1.0662 -2.0885 0.07 -1.10 0.68
H -2.8583 -0.3199 -1.3100 0.54 0.65 0.00
H 1.1994 -1.0530 -0.5177 -0.23 0.68 0.06
H -1.5741 -2.3597 0.6548 0.19 0.45 -0.18
H -0.5122 0.1331 2.5016 0.19 -0.07 -0.29
H 3.0569 0.5839 -1.3830 -0.19 -0.03 0.29
H -2.0669 0.1730 0.7394 -0.14 1.18 -0.05
```
Positions in Å, forces in eV/Å.

2S+1: 2
E_LUMO (alpha / beta) in eV: 0.96 / 0.04
Electronic energy in eV: -18969.042
<S²>: 0.75
HOMO-LUMO gap (alpha / beta) in eV: 9.32 / 10.88
HOMO level (alpha / beta) in eV: -8.37 / -10.85
Energy above the lowest of the compared OMol25 structures with the same formula, charge and spin in kcal/mol: 23.8

Here are the Löwdin charges for atoms 1 to 6, given in e: 0.31 -0.16 -0.23 -0.39 -0.11 -0.12


Record 6
Formula: C6H14Cl2I2OPd
Source: the Open Molecules 2025 dataset
Level of theory: wB97M-V/def2-TZVPD

The geometry in XYZ format:
```
26
Properties=species:S:1:pos:R:3:forces:R:3
I 1.1027 0.7497 3.1470 -0.02 -0.16 -0.14
I 0.8869 3.1329 0.7340 -0.12 -0.43 -0.22
Pd 0.2844 0.3602 0.5438 -0.03 0.25 0.33
Cl 4.6967 -2.0256 -0.4838 0.11 -0.18 0.00
Cl 2.0355 -0.9080 -0.5744 -0.05 -0.02 -0.17
O -1.1745 -0.6582 -0.7363 -0.12 0.35 0.07
C -1.7377 -1.9124 -0.2700 0.05 -0.01 -0.14
C 0.9174 2.8385 2.8324 0.04 0.08 0.05
C 3.8407 -0.5369 -0.4289 0.19 0.02 0.09
C -1.7481 -0.1169 -1.9612 0.05 -0.16 -0.03
C -1.3704 1.3309 -2.0723 0.09 0.09 0.00
C -1.4148 -2.0491 1.1892 0.09 -0.07 0.09
H -0.3302 -2.1273 1.3433 0.04 0.01 0.03
H -2.8114 -1.8868 -0.4446 -0.07 0.06 0.01
H -1.7651 1.9080 -1.2336 -0.02 0.02 0.01
H 3.9961 -0.0344 0.5163 -0.14 0.07 0.07
H 1.7757 3.3430 3.2569 0.02 0.05 0.05
H -1.7803 1.7580 -2.9874 0.00 -0.02 0.01
H -1.8271 -1.2198 1.7653 -0.05 0.06 0.06
H -0.0279 3.1670 3.2433 -0.02 0.07 0.06
H -1.3713 -0.6932 -2.8026 0.04 -0.11 -0.06
H -2.8268 -0.2488 -1.9018 -0.06 0.01 0.04
H -1.8410 -2.9664 1.5945 0.01 -0.02 -0.01
H -0.2827 1.4392 -2.1324 0.03 0.03 -0.01
H -1.3079 -2.7234 -0.8534 0.03 -0.07 -0.10
H 4.0812 0.0801 -1.2832 -0.10 0.09 -0.09
```
Positions in Å, forces in eV/Å.

2S+1: 3
E_LUMO (alpha / beta) in eV: -8.04 / -10.90
Electronic energy in eV: -53203.567
<S²>: 2.01
Net charge: +2
HOMO-LUMO gap (alpha / beta) in eV: 9.29 / 6.39
HOMO level (alpha / beta) in eV: -17.33 / -17.29
Energy above the lowest of the compared OMol25 structures with the same formula, charge and spin in kcal/mol: 0.0

Here are the Löwdin charges for atoms 1 to 6, given in e: 1.05 1.06 0.42 0.66 0.56 -0.35


Record 7
Formula: C6H14Cl4FNOP
Source: the Open Molecules 2025 dataset
Level of theory: wB97M-V/def2-TZVPD

The geometry in XYZ format:
```
28
Properties=species:S:1:pos:R:3:forces:R:3
Cl 1.5167 -0.4270 -3.1523 0.04 -0.05 0.00
Cl 2.7064 -1.3572 4.0222 0.03 0.02 0.01
Cl -1.7984 -1.0658 -2.6961 -0.13 -0.37 -0.04
Cl -0.2314 -1.2992 2.2951 0.07 -0.34 0.23
P -1.9629 1.3416 0.3897 -0.32 0.86 -0.24
F 0.0923 3.5401 -0.4324 0.01 0.23 0.02
O -2.1307 2.4569 1.3693 -0.01 0.05 0.35
N -0.9761 1.4626 -0.8702 -0.17 0.34 0.56
C 1.1775 1.5981 0.4186 0.25 0.17 -0.08
C 1.1674 -2.1242 4.4931 -0.03 -0.10 0.10
C -1.0878 0.0383 -3.8786 0.01 0.32 0.03
C 0.2410 -0.4488 -4.3970 -0.04 0.01 -0.10
C 0.3936 -2.6267 3.3018 -0.03 0.04 -0.11
C 0.2377 2.1343 -0.6578 0.07 -0.79 -0.82
H 1.4134 2.3578 1.1483 -0.15 0.23 0.38
H 0.5909 -1.3953 5.0557 0.01 0.08 -0.04
H 1.4170 -2.9569 5.1491 0.02 -0.02 -0.01
H -3.2081 1.0837 -0.2284 0.02 -0.49 -0.04
H 0.7976 0.7100 0.8981 -0.20 -0.12 0.20
H 0.5763 0.2007 -5.2044 0.00 0.04 0.02
H 2.1203 1.3258 -0.0412 0.31 -0.16 -0.15
H -1.7879 0.1188 -4.7099 0.02 -0.04 -0.04
H 0.7719 2.0818 -1.6075 0.22 0.28 -0.20
H 0.1675 -1.4654 -4.7743 0.02 -0.05 0.04
H 1.0093 -3.2674 2.6754 0.05 0.01 -0.01
H -0.4671 -3.1987 3.6457 0.00 0.00 0.05
H -1.7438 0.1738 1.1765 -0.09 -0.11 -0.33
H -1.0026 1.0082 -3.3883 0.02 -0.05 0.21
```
Positions in Å, forces in eV/Å.

2S+1: 1
E_LUMO in eV: 2.74
Electronic energy in eV: -72084.478
Net charge: -1
HOMO-LUMO gap in eV: 6.75
HOMO level in eV: -4.01
Energy above the lowest of the compared OMol25 structures with the same formula, charge and spin in kcal/mol: 6.7

Here are the Löwdin charges for atoms 1 to 6, given in e: 0.54 0.53 0.53 0.61 0.42 -0.10


Record 8
Formula: C6H14ClLiO6
Source: the Open Molecules 2025 dataset
Level of theory: wB97M-V/def2-TZVPD

The geometry in XYZ format:
```
28
Properties=species:S:1:pos:R:3:forces:R:3
Cl 1.4868 0.1031 -0.6098 -1.07 1.75 2.59
O 2.6174 0.6938 -1.2262 0.44 -0.23 0.26
O 1.6732 -0.6989 0.5407 2.09 -0.56 -0.04
O -1.2197 -1.8647 -3.0472 -0.38 -0.84 -1.85
O 0.4935 1.1122 -0.2482 1.20 -0.56 -2.00
O 0.4351 0.3026 3.9249 0.58 -1.22 1.68
O 0.8969 -0.8197 -1.5364 2.58 -0.38 1.43
C -1.3277 1.4718 3.1774 -4.02 0.61 0.72
C -0.7706 0.8191 4.4274 0.18 0.77 -0.85
C 1.0212 -1.1468 -3.8210 1.29 -0.02 -1.17
C -0.3923 -1.3747 -4.1801 -1.42 0.06 -1.17
C -0.6511 0.9366 1.9456 0.20 1.42 1.57
C 0.7045 0.7404 2.6362 0.45 -0.94 -1.70
Li -0.5468 -1.0333 -1.8360 -3.67 0.28 1.22
H 1.2569 -0.0595 2.1431 -0.04 0.70 0.81
H -2.0535 -2.0968 -3.4626 -0.11 -0.14 0.35
H -0.5738 -2.0946 -4.9782 0.39 -0.05 -0.06
H 1.3040 1.6507 2.6260 -0.02 0.34 0.01
H 1.6917 -0.9163 -4.6489 -0.64 0.09 -0.66
H -1.0999 0.0169 1.5703 0.16 -0.05 0.05
H -0.5832 1.4887 5.2668 0.04 0.29 -0.01
H -0.8780 -0.4439 -4.4731 0.12 0.15 -0.25
H -1.4885 2.5497 3.1978 1.21 0.33 0.07
H 1.4703 -2.0613 -3.4334 -0.09 0.15 0.46
H -0.7045 1.7395 1.2104 0.16 -0.53 0.19
H -2.3935 1.2443 3.1625 -0.41 -0.49 -0.15
H -1.4649 0.0603 4.7882 0.34 -0.49 -0.02
H 1.0965 -0.3192 -3.1157 0.43 -0.45 -1.50
```
Positions in Å, forces in eV/Å.

2S+1: 1
E_LUMO in eV: -0.50
Electronic energy in eV: -31451.464
HOMO-LUMO gap in eV: 8.19
HOMO level in eV: -8.69

Here are the Löwdin charges for atoms 1 to 6, given in e: 0.72 -0.26 -0.30 -0.15 -0.35 -0.12


Number 1: strongest force on any atom 4.810 eV Å⁻¹. Number 2: strongest force on any atom 3.925 eV Å⁻¹. Number 3: strongest force on any atom 0.999 eV Å⁻¹. Number 4: strongest force on any atom 2.354 eV Å⁻¹. Number 5: strongest force on any atom 4.127 eV Å⁻¹. Number 6: strongest force on any atom 0.501 eV Å⁻¹. Number 7: strongest force on any atom 1.141 eV Å⁻¹. Number 8: strongest force on any atom 4.130 eV Å⁻¹.